{
  "formula": "C38H66F6N13O4S2",
  "method": "wB97M-V/def2-TZVPD",
  "total_energy_ha": -3894.34632,
  "multiplicity": 1,
  "largest_force_ev_per_a": 3.8,
  "total_charge": 5,
  "e_homo_ev": -15.335,
  "homo_lumo_gap_ev": 9.00,
  "species": ["C", "F", "F", "F", "S", "O", "O", "N", "S", "O", "O", "C", "F", "F", "F", "C", "C", "N", "C", "C", "N", "C", "C", "H", "H", "H", "H", "H", "H", "H", "H", "H", "H", "H", "C", "C", "N", "C", "C", "N", "C", "C", "H", "H", "H", "H", "H", "H", "H", "H", "H", "H", "H", "C", "C", "N", "C", "C", "N", "C", "C", "H", "H", "H", "H", "H", "H", "H", "H", "H", "H", "H", "C", "C", "N", "C", "C", "N", "C", "C", "H", "H", "H", "H", "H", "H", "H", "H", "H", "H", "H", "C", "C", "N", "C", "C", "N", "C", "C", "H", "H", "H", "H", "H", "H", "H", "H", "H", "H", "H", "C", "C", "N", "C", "C", "N", "C", "C", "H", "H", "H", "H", "H", "H", "H", "H", "H", "H", "H"],
  "positions_angstrom": [[2.053612, 3.105415, -1.429890], [1.600671, 4.142453, -0.777777], [2.266997, 3.439463, -2.659610], [3.314063, 2.830849, -0.930425], [0.930544, 1.594812, -1.109748], [-0.406964, 2.147374, -1.321388], [1.451519, 0.545865, -1.921006], [1.218711, 1.448156, 0.428694], [1.556918, 0.236096, 1.409250], [2.490532, -0.807343, 0.967432], [1.833711, 0.812911, 2.690143], [-0.040642, -0.635833, 1.715009], [-0.930139, 0.286261, 2.097508], [-0.572979, -1.251896, 0.625384], [0.046201, -1.586632, 2.697155], [1.689978, -8.655067, 3.551443], [0.946656, -9.356280, 4.651120], [1.519697, -10.725716, 4.799947], [1.450596, -11.740878, 3.867853], [1.988294, -12.789353, 4.447398], [2.195608, -12.502123, 5.817277], [1.909929, -11.226419, 5.954331], [2.649846, -13.453523, 6.778469], [1.232361, -7.659535, 3.360090], [1.614674, -9.170630, 2.638844], [2.728554, -8.571447, 3.797011], [-0.126624, -9.377107, 4.546633], [1.063674, -8.757519, 5.535873], [1.157414, -11.678743, 2.812028], [2.074521, -13.759486, 4.022531], [2.059949, -10.638799, 6.837591], [3.649492, -13.800904, 6.627909], [2.023838, -14.359058, 6.723507], [2.467848, -13.097626, 7.795662], [-8.216416, -4.254081, 1.143254], [-9.573453, -3.564628, 0.941735], [-10.465995, -3.756431, 2.070895], [-10.410845, -2.990326, 3.254783], [-11.330140, -3.551117, 4.102945], [-11.980951, -4.545727, 3.381156], [-11.422984, -4.582297, 2.202682], [-12.966165, -5.526495, 3.844001], [-8.342968, -5.321803, 1.266626], [-7.892943, -3.781099, 2.066588], [-7.666875, -3.911372, 0.259471], [-10.069969, -4.008135, 0.067733], [-9.396848, -2.472327, 0.819628], [-9.583399, -2.330164, 3.458097], [-11.705935, -3.327968, 5.059899], [-11.742915, -5.275889, 1.466044], [-13.264656, -6.092967, 2.970102], [-13.785921, -5.075681, 4.443102], [-12.440905, -6.156208, 4.550645], [6.286032, 4.683550, 7.633947], [5.587322, 3.362053, 7.872408], [5.681372, 2.400914, 6.782125], [6.741241, 2.339579, 5.905054], [6.319309, 1.533023, 4.880261], [5.030474, 1.135740, 5.162480], [4.676844, 1.671216, 6.321236], [4.286466, 0.163933, 4.428678], [6.212966, 5.389174, 8.453986], [5.839057, 5.366035, 6.922359], [7.361274, 4.621812, 7.397390], [4.516968, 3.433111, 8.074761], [6.128962, 3.017393, 8.795634], [7.693837, 2.774071, 6.053031], [6.867787, 1.086195, 4.079065], [3.685877, 1.542749, 6.746619], [3.861558, -0.630842, 5.040974], [4.852717, -0.235496, 3.571546], [3.395349, 0.537153, 3.958517], [-0.242167, 9.744149, 1.821254], [0.967970, 10.592905, 1.452413], [1.975684, 9.897742, 0.626543], [2.993183, 9.132847, 1.078347], [3.592739, 8.543727, 0.001106], [2.969990, 9.158852, -1.085409], [2.010502, 9.923282, -0.693021], [3.368856, 9.016122, -2.447304], [-0.929662, 10.438194, 2.335457], [0.054998, 8.944550, 2.492672], [-0.679109, 9.342828, 0.884842], [1.519265, 10.943055, 2.355916], [0.580839, 11.466951, 0.951510], [3.101455, 8.892070, 2.120294], [4.397438, 7.911346, -0.160703], [1.329902, 10.442654, -1.363395], [2.656224, 8.455118, -2.983047], [4.324025, 8.475346, -2.503637], [3.493011, 10.061188, -2.877566], [5.510901, 0.985262, -7.758401], [6.082104, -0.053202, -8.718923], [6.700883, -1.167681, -7.959698], [8.011312, -1.071119, -7.447122], [8.083686, -2.143183, -6.618837], [6.888406, -2.882979, -6.742153], [6.065078, -2.246194, -7.581074], [6.707403, -4.255613, -6.277690], [6.276782, 1.266671, -7.050118], [4.585603, 0.529988, -7.254810], [5.098536, 1.818322, -8.300961], [6.854053, 0.381651, -9.380340], [5.212647, -0.471503, -9.217726], [8.747984, -0.327702, -7.775708], [8.945508, -2.576552, -6.073586], [5.124995, -2.651997, -7.955703], [7.079452, -4.291134, -5.270381], [7.105554, -5.016425, -6.895852], [5.646888, -4.423546, -6.275641], [-7.167645, 1.469157, -6.411552], [-7.402446, 2.806179, -7.183958], [-6.375859, 3.833695, -6.871315], [-5.100275, 3.478942, -6.507875], [-4.475135, 4.628009, -6.186311], [-5.394748, 5.653814, -6.336874], [-6.527343, 5.126421, -6.749295], [-5.203782, 7.072369, -6.175405], [-8.140530, 0.975456, -6.422774], [-6.889397, 1.616384, -5.372036], [-6.468441, 0.769946, -6.859247], [-8.332410, 3.261726, -6.949044], [-7.329202, 2.606041, -8.228887], [-4.685985, 2.496443, -6.666894], [-3.499097, 4.687547, -5.773134], [-7.444384, 5.682929, -6.906168], [-4.485179, 7.466225, -6.838763], [-5.012871, 7.389210, -5.146949], [-6.152377, 7.539130, -6.360770]],
  "atomic_forces_ev_per_a": [[1.49, -1.90, 1.96], [-0.59, 1.05, 0.59], [-0.49, 0.15, -2.01], [-0.83, -0.03, -0.02], [-0.84, 1.35, 0.35], [1.56, -0.83, -0.11], [-0.10, -0.29, -0.56], [-0.09, -1.01, 0.96], [1.64, -0.66, -1.73], [-1.51, 1.48, 0.18], [-0.11, 0.28, 0.58], [-1.47, -0.76, -0.09], [0.15, -0.26, 0.19], [0.86, 0.46, 0.62], [0.29, 1.09, -0.94], [-1.03, 1.35, 0.10], [0.57, 0.01, -0.23], [-1.84, 1.41, 0.17], [0.31, 1.42, -1.41], [-0.16, -1.88, 1.79], [0.12, -0.09, -2.47], [0.50, 0.21, 0.52], [-1.07, -1.39, 1.41], [0.50, -0.52, 0.30], [-0.10, -0.80, -1.29], [0.59, 0.28, 0.18], [-0.33, -0.52, -0.55], [0.50, -0.33, 0.86], [0.03, 0.44, 0.82], [0.31, -0.63, 0.12], [-0.13, 0.01, 0.30], [0.77, 0.31, -0.12], [0.07, 0.37, -0.24], [0.41, 0.25, -0.22], [-1.35, 1.43, 0.14], [0.15, -0.18, -0.97], [1.72, 3.20, 1.25], [0.10, -1.44, 0.55], [-0.16, -0.03, -1.53], [0.06, 0.93, 1.00], [-1.78, -2.67, -1.08], [0.09, 0.35, 0.99], [0.32, -0.16, -0.21], [0.99, -0.35, -0.01], [0.50, -0.61, 0.48], [-0.01, 0.53, 0.12], [-0.44, -0.80, -0.08], [-0.30, 0.27, -0.13], [0.12, 0.45, 1.00], [-0.07, -0.39, -0.63], [-0.45, -0.05, 0.19], [0.35, -0.03, -0.98], [0.05, -0.47, -0.03], [0.16, 1.42, -0.77], [0.66, 0.20, 2.01], [0.71, 0.90, -0.11], [-1.22, -1.35, -1.06], [0.24, -0.01, 0.84], [1.01, 0.17, 0.49], [-0.60, -0.04, -0.30], [-1.05, -1.30, -1.39], [0.08, -0.67, 0.99], [-0.28, -0.49, -1.05], [-0.49, -0.30, 0.15], [0.25, 0.35, 0.27], [-0.87, -0.54, -0.87], [0.45, 0.45, 0.26], [0.06, 0.12, -0.36], [0.38, 0.19, 0.11], [0.75, -0.15, 0.31], [0.11, 0.07, 0.73], [-0.28, 0.94, -0.19], [0.35, 0.27, -0.39], [0.40, 0.17, 1.26], [-1.08, 1.24, 0.33], [0.34, -1.93, 0.44], [-1.72, 2.64, -0.15], [1.66, -1.78, 0.09], [-1.50, 0.91, 0.02], [1.61, 1.48, -1.07], [0.05, -0.60, -0.27], [-0.25, -0.20, 0.02], [-0.07, 0.14, 0.71], [-0.49, -0.20, -0.62], [0.44, 0.30, -0.51], [0.12, 0.24, 0.11], [1.24, -1.01, 0.06], [0.23, 0.03, 0.39], [-0.93, -0.53, -0.76], [-0.30, 0.37, 0.08], [-0.07, -1.48, 0.28], [-1.32, -1.35, 0.52], [-0.22, 0.12, 0.28], [0.59, 2.48, -1.58], [-1.48, -0.95, 0.31], [0.55, -1.38, -0.09], [1.15, 0.10, -0.31], [1.03, -0.77, 0.70], [-0.93, 0.98, 0.74], [-0.13, 0.40, 0.34], [1.52, 0.58, -0.25], [0.27, 0.50, -0.26], [-0.59, -0.46, 0.11], [0.40, -0.10, -0.76], [-0.69, -0.31, 0.38], [-0.88, 0.51, -0.36], [0.24, 0.48, 0.27], [0.15, -0.34, 0.36], [0.97, -0.37, -0.77], [-0.56, -0.14, 0.32], [-0.91, 0.70, -0.18], [1.35, -0.71, 0.64], [-0.25, -2.07, 0.07], [0.20, 0.49, -0.65], [-0.23, -0.07, 0.24], [1.08, -0.25, 0.35], [-0.95, 0.41, -0.09], [-0.88, 0.61, 1.32], [0.08, -0.12, 0.08], [-0.02, 0.19, 0.10], [0.19, 0.28, -0.29], [-0.92, 0.12, 0.17], [-0.21, -0.02, -0.83], [-0.25, 0.00, 0.35], [0.56, 0.66, 0.01], [0.19, -0.17, -0.08], [0.89, 0.27, -0.73], [0.46, -0.54, -0.04], [-0.44, 0.26, -0.49]]
}